126
Properties=species:S:1:pos:R:3 method="wB97M-V/def2-TZVPD" e_tot_ev=-115873.5665 homo_lumo_gap_ev=10.393 smiles="CCOC(=O)C(F)(F)F.CCOC(=O)C(F)(F)F.CCOC(=O)C(F)(F)F.CCOC(=O)C(F)(F)F.CCOC(=O)C(F)(F)F.CCOC(C)=O.CCOC(C)=O.CCOC(C)=O.CCOC(C)=O"
O 1.11 -1.84 3.96
C 0.04 -1.88 4.52
O -0.97 -2.61 4.04
C -0.75 -3.57 2.96
C -2.11 -3.69 2.37
C -0.38 -1.20 5.71
H -0.44 -4.48 3.47
H -0.03 -3.04 2.34
H -2.79 -3.86 3.23
H -2.29 -4.48 1.64
H -2.39 -2.79 1.82
H -1.09 -0.45 5.39
H 0.46 -0.80 6.27
H -0.84 -1.88 6.41
O -3.36 3.40 5.94
C -2.49 4.21 5.99
O -1.16 3.89 6.00
C -0.88 2.47 5.86
C 0.60 2.27 5.61
C -2.78 5.66 5.97
H -1.40 2.05 5.00
H -1.13 1.93 6.78
H 0.90 3.04 4.99
H 0.85 1.28 5.27
H 1.20 2.37 6.57
H -3.85 5.80 6.08
H -2.34 6.07 5.07
H -2.25 6.21 6.75
O -0.12 2.98 0.02
C 0.42 3.43 -0.97
O 1.36 4.43 -0.90
C 1.78 4.89 0.39
C 2.46 3.74 1.14
C -0.05 3.06 -2.39
H 0.87 5.16 0.91
H 2.40 5.75 0.18
H 2.97 3.09 0.42
H 1.74 3.05 1.66
H 3.18 4.12 1.83
H -0.25 2.00 -2.47
H 0.83 3.39 -3.04
H -0.94 3.71 -2.63
O 0.06 -1.89 0.09
C -0.22 -0.76 0.38
O -1.06 -0.04 -0.29
C -1.55 -0.48 -1.56
C -2.93 0.11 -1.90
C 0.26 -0.06 1.61
H -1.66 -1.58 -1.46
H -0.84 -0.27 -2.39
H -2.92 1.07 -2.50
H -3.52 0.23 -0.95
H -3.58 -0.55 -2.50
H 0.66 0.92 1.33
H 1.02 -0.65 2.16
H -0.62 0.06 2.30
C -1.01 -3.18 -4.31
C -0.20 -3.96 -5.31
O -1.01 -4.48 -6.42
C -0.34 -4.75 -7.59
O 0.73 -4.42 -7.88
C -1.19 -5.43 -8.66
F -0.71 -6.69 -8.83
F -2.52 -5.45 -8.46
F -1.06 -4.81 -9.82
H -1.96 -3.66 -3.93
H -1.33 -2.31 -4.81
H -0.56 -2.74 -3.44
H 0.40 -4.82 -4.95
H 0.63 -3.28 -5.60
C 5.73 -2.63 4.90
C 4.46 -2.26 4.00
O 4.53 -0.85 3.50
C 4.03 0.00 4.34
O 3.49 -0.18 5.40
C 4.17 1.53 3.76
F 5.17 1.52 2.86
F 3.14 1.93 3.09
F 4.51 2.38 4.68
H 6.64 -2.57 4.35
H 5.68 -3.56 5.44
H 5.86 -1.85 5.71
H 3.58 -2.36 4.62
H 4.38 -2.85 3.11
C -2.82 -1.25 -7.80
C -2.98 0.18 -7.41
O -1.80 0.50 -6.51
C -0.56 0.68 -6.96
O -0.17 0.72 -8.08
C 0.46 0.65 -5.84
F 0.01 1.19 -4.71
F 0.69 -0.67 -5.53
F 1.65 1.22 -6.12
H -2.75 -1.92 -6.85
H -1.88 -1.43 -8.26
H -3.59 -1.69 -8.45
H -3.80 0.38 -6.84
H -2.99 0.88 -8.20
C -3.25 3.83 0.09
C -4.43 3.93 1.03
O -4.73 2.63 1.65
C -4.00 2.23 2.64
O -3.12 2.78 3.20
C -4.42 0.82 2.98
F -5.70 0.75 2.68
F -3.78 -0.05 2.24
F -4.31 0.44 4.26
H -3.66 3.76 -0.92
H -2.66 2.96 0.27
H -2.64 4.68 0.13
H -5.35 4.09 0.43
H -4.34 4.77 1.68
C 4.85 -4.00 -1.68
C 4.37 -3.01 -0.64
O 3.54 -2.10 -1.35
C 3.23 -0.86 -0.87
O 3.58 -0.42 0.20
C 2.48 -0.04 -1.94
F 1.56 -0.70 -2.55
F 1.92 1.06 -1.34
F 3.33 0.49 -2.79
H 3.97 -4.61 -2.12
H 5.57 -4.71 -1.33
H 5.26 -3.55 -2.52
H 5.05 -2.37 -0.15
H 3.77 -3.54 0.10